Entry 1:
37
Properties=species:S:1:pos:R:3:nbo_charge:R:1 method="wB97M-V/def2-TZVPD" gap_ev=7.009 total_charge=0 multiplicity=1 de_lowest_ev=13.5235
C -3.829 0.950 1.363 -0.170
H -4.642 1.458 1.447 0.206
H -0.973 -3.142 -0.576 0.445
C 0.480 3.377 -0.757 -0.528
C 1.700 -1.919 -0.022 0.205
Cl -2.860 -1.791 -1.183 0.238
H 1.949 2.847 0.576 0.216
H -0.519 0.656 1.947 0.270
C 2.379 0.782 -1.716 -0.663
H 3.459 0.799 -1.690 0.256
H 3.535 -0.100 1.919 0.245
O 1.368 1.117 1.937 -0.870
H -4.793 -0.271 -0.213 0.200
O -1.672 2.481 -1.272 -0.558
O 0.218 1.153 -0.865 -0.549
C -2.514 1.188 1.968 -0.188
C -2.710 -0.969 0.005 -0.153
C -0.355 -1.246 0.508 0.403
C 1.608 1.148 -0.738 0.175
N 0.967 -0.716 0.244 -0.399
C -0.458 2.393 -1.119 0.789
H 0.645 4.100 -1.914 0.229
C -3.796 0.143 0.273 -0.173
C 1.838 0.573 0.660 0.542
H 2.214 1.370 -2.675 0.225
H 2.755 3.248 -0.852 0.185
H 0.086 4.401 -0.395 0.290
C -1.414 -0.531 0.635 -0.125
H 3.980 0.570 0.612 0.235
C 3.293 -0.215 0.969 -0.699
C -1.424 0.579 1.548 -0.142
H 2.202 -0.157 -2.032 0.226
N -0.234 -2.432 -0.092 -0.301
S 3.416 -1.616 0.203 0.376
C 1.773 2.750 -0.329 -0.362
H -2.441 2.056 2.649 0.222
N 0.924 -2.853 -0.167 -0.297

Entry 2:
38
Properties=species:S:1:pos:R:3:nbo_charge:R:1 method="wB97M-V/def2-TZVPD" gap_ev=10.047 total_charge=0 smiles="O=S(=O)(NCc1cccc(C(F)(F)F)c1)NCc1ccccc1F" multiplicity=1
O 3.845 0.906 2.403 -0.934
F 1.186 -2.816 1.248 -0.348
C 1.542 -1.502 -0.683 -0.139
C -0.677 -2.299 -0.087 -0.295
F -4.399 0.389 2.031 -0.323
H -2.259 -1.761 -1.416 0.226
C 3.028 -1.475 -0.427 -0.254
H 3.514 -0.807 -1.140 0.238
H -0.392 2.934 -1.598 0.216
H 1.386 0.997 2.258 0.405
H 3.077 -1.538 1.656 0.412
C -0.431 1.642 0.103 -0.026
C -3.425 -0.280 1.387 0.972
C 0.679 -2.198 0.154 0.458
F -2.750 -0.961 2.322 -0.323
C -2.340 2.109 -1.298 -0.204
C 1.018 1.888 0.428 -0.259
H -4.172 1.126 -0.756 0.228
H 3.439 -2.483 -0.544 0.224
O 3.717 1.293 -0.041 -0.946
C -0.375 -0.957 -2.048 -0.222
H 1.114 2.891 0.871 0.204
H 1.612 1.882 -0.488 0.245
C -1.220 0.810 0.882 -0.146
C 0.981 -0.871 -1.786 -0.188
C -1.004 2.286 -0.988 -0.187
H -0.786 -0.466 -2.917 0.220
H -1.298 -2.861 0.593 0.235
C -2.558 0.628 0.562 -0.151
F -4.051 -1.202 0.629 -0.330
H 1.626 -0.316 -2.451 0.218
N 3.413 -0.991 0.879 -0.851
N 1.597 0.872 1.279 -0.877
H -2.770 2.617 -2.146 0.220
C -3.129 1.277 -0.524 -0.186
H -0.793 0.293 1.725 0.225
S 3.258 0.624 1.133 2.439
C -1.204 -1.679 -1.206 -0.196

Entry 3:
35
Properties=species:S:1:pos:R:3:nbo_charge:R:1 method="wB97M-V/def2-TZVPD" gap_ev=4.872 total_charge=+1 multiplicity=1 de_lowest_ev=3.9275
C -2.054 3.305 1.968 0.070
H -0.435 -0.475 -2.118 0.208
C -0.204 2.791 0.535 -0.226
H 2.430 -4.986 -0.843 0.249
H 1.889 -0.591 -3.030 0.231
C 0.177 1.739 1.392 -0.040
O -3.836 3.944 3.307 -0.364
O -3.467 5.072 1.481 -0.368
C 0.937 -2.099 -1.811 -0.156
H -2.762 -1.011 -1.995 0.204
C -2.452 -1.150 -0.958 -0.277
H -0.324 0.680 3.194 0.219
C 3.357 -3.461 -2.024 -0.055
C -1.704 2.260 2.813 -0.181
O -1.301 -1.960 -0.930 -0.396
H -2.309 2.072 3.686 0.258
C 3.202 -2.224 -2.638 -0.233
H 1.927 1.144 0.264 0.235
H 0.295 -3.779 -0.644 0.242
H -3.250 -1.659 -0.417 0.237
H -1.599 4.364 0.182 0.258
N 1.972 -0.822 2.704 0.039
N -3.190 4.160 2.271 0.496
C 1.316 0.965 1.131 -0.253
C -0.608 1.487 2.537 -0.227
C -1.301 3.553 0.827 -0.187
H 0.384 2.999 -0.344 0.216
C 2.012 -1.546 -2.547 -0.095
C 2.306 -4.028 -1.319 -0.225
H 4.027 -1.792 -3.179 0.248
C -0.285 -1.436 -1.653 0.443
C 1.113 -3.362 -1.208 -0.086
N 1.683 0.017 1.945 0.060
H -2.243 -0.188 -0.483 0.212
H 4.297 -3.982 -2.095 0.245

Entry 4:
36
Properties=species:S:1:pos:R:3:nbo_charge:R:1 method="wB97M-V/def2-TZVPD" gap_ev=8.242 total_charge=0 smiles="CC(=O)NC(=S)Nc1ccc(NC(=O)c2cccnc2)cc1" multiplicity=1 de_lowest_ev=0.0000
H -2.887 -3.718 0.794 0.215
S 4.184 2.297 -0.135 -0.210
H 4.107 4.689 0.750 0.430
H 3.373 7.093 0.838 0.237
N 3.137 4.426 0.874 -0.633
C -2.049 -4.998 -2.220 0.081
C -0.861 -3.154 -1.053 0.671
N -1.225 -1.976 -0.463 -0.594
C -0.453 -0.835 -0.234 0.137
H 0.996 3.422 0.992 0.442
C -0.374 1.426 0.586 -0.217
O 0.237 -3.394 -1.505 -0.589
H -1.318 -4.914 -3.013 0.213
C -3.895 -5.286 -0.261 -0.256
C 0.989 1.501 0.291 0.108
C -3.881 -6.060 -1.413 0.048
C 0.905 -0.761 -0.530 -0.234
N 1.615 2.708 0.590 -0.571
O 1.097 5.124 1.596 -0.612
H -4.641 -5.448 0.501 0.223
H 2.667 0.426 -0.508 0.247
H 3.736 6.500 2.463 0.237
C 1.618 0.393 -0.271 -0.174
H 1.402 -1.611 -0.966 0.257
C 2.882 3.117 0.454 0.278
C 2.941 6.656 1.736 -0.712
C 2.278 5.346 1.407 0.697
H -2.139 0.234 0.562 0.206
H 2.204 7.338 2.150 0.247
C -1.974 -4.148 -1.115 -0.187
N -2.978 -5.920 -2.369 -0.408
H -0.873 2.280 1.021 0.216
C -2.922 -4.313 -0.109 -0.164
H -2.194 -1.884 -0.190 0.399
C -1.084 0.275 0.328 -0.224
H -4.619 -6.833 -1.577 0.196

Entry 5:
34
Properties=species:S:1:pos:R:3:mulliken_spin:R:1 method="wB97M-V/def2-TZVPD" gap_ev="3.584 / 3.595" total_charge=-1 multiplicity=8 s_squared=15.76
H 1.174 2.559 -5.183 0.000
H -0.072 4.569 -3.853 0.000
C -0.510 3.605 -4.117 0.000
H -1.961 -2.530 0.544 0.002
H -0.637 0.585 -5.597 0.000
O -1.429 -0.231 1.293 0.001
H -1.381 -1.948 5.437 0.000
H 2.344 0.095 -1.937 0.001
C 2.007 -0.913 0.043 0.001
H 2.486 2.395 -0.445 0.001
H 2.052 -1.976 -0.208 0.001
C 2.204 0.175 -0.857 0.000
H -1.020 -0.071 3.814 0.000
C -1.855 -2.475 1.631 0.003
Br -1.313 3.361 -0.053 -0.018
C -1.628 -3.443 3.834 0.005
H 1.927 1.720 2.130 0.002
C 1.941 1.036 1.281 -0.005
C -1.865 -3.581 2.461 0.001
Eu -0.505 0.833 -0.507 7.021
C 2.217 1.393 -0.082 -0.003
H -2.047 -4.571 2.030 0.000
H 1.643 -0.961 2.249 0.001
C -2.057 1.923 -4.466 0.001
C 1.801 -0.381 1.343 -0.007
C -1.453 -2.159 4.362 -0.002
H -2.591 3.765 -3.294 0.000
H -1.654 -4.280 4.529 0.000
C -1.335 -1.076 3.497 0.004
C 0.142 2.547 -4.833 0.000
C -0.811 1.510 -5.047 -0.001
C -1.856 3.202 -3.863 0.000
N -1.540 -1.259 2.161 -0.008
H -3.003 1.383 -4.546 0.000

Entry 6:
37
Properties=species:S:1:pos:R:3:nbo_charge:R:1 method="wB97M-V/def2-TZVPD" gap_ev=9.178 total_charge=0 multiplicity=1 de_lowest_ev=1.1584
H -5.488 -1.112 2.505 0.217
S 5.068 0.252 0.669 0.454
C 5.719 2.285 -0.746 -0.255
C -5.455 -0.267 1.823 -0.653
C -4.120 0.523 -0.161 -0.133
H 2.055 1.627 -1.276 0.395
H 7.139 0.632 -0.545 0.237
H 6.269 2.961 -1.376 0.226
C -3.539 -1.550 0.835 -0.278
O 0.315 -1.383 0.533 -0.360
O -1.784 -2.864 0.040 -0.476
C -3.112 0.374 -1.092 -0.205
N 1.224 -0.440 1.049 -0.224
C -0.666 -3.046 -0.784 -0.165
C 0.413 -1.969 -0.638 0.761
C 2.587 1.456 1.171 -0.474
H -6.418 -0.181 1.321 0.228
H 2.660 1.063 2.184 0.258
H -3.679 -2.318 1.579 0.224
N 1.461 0.898 -0.910 -0.817
H -1.526 -0.845 -1.806 0.219
C -4.359 -0.436 0.822 0.077
C 3.931 1.552 0.530 -0.194
O 1.222 -1.742 -1.510 -0.630
C -2.303 -0.748 -1.065 -0.303
H -0.938 -3.114 -1.847 0.203
H 3.879 3.457 -0.470 0.222
Br -5.202 2.092 -0.239 0.035
C 6.193 1.085 -0.329 -0.406
H 2.124 2.445 1.202 0.237
H -2.954 1.134 -1.842 0.228
C 1.693 0.531 0.372 0.425
C 4.418 2.550 -0.258 -0.279
H -5.304 0.645 2.400 0.229
H 1.219 0.171 -1.574 0.424
H -0.228 -4.001 -0.477 0.230
C -2.511 -1.718 -0.092 0.321

Copy entry 5 word for word.
34
Properties=species:S:1:pos:R:3:mulliken_spin:R:1 method="wB97M-V/def2-TZVPD" gap_ev="3.584 / 3.595" total_charge=-1 multiplicity=8 s_squared=15.76
H 1.174 2.559 -5.183 0.000
H -0.072 4.569 -3.853 0.000
C -0.510 3.605 -4.117 0.000
H -1.961 -2.530 0.544 0.002
H -0.637 0.585 -5.597 0.000
O -1.429 -0.231 1.293 0.001
H -1.381 -1.948 5.437 0.000
H 2.344 0.095 -1.937 0.001
C 2.007 -0.913 0.043 0.001
H 2.486 2.395 -0.445 0.001
H 2.052 -1.976 -0.208 0.001
C 2.204 0.175 -0.857 0.000
H -1.020 -0.071 3.814 0.000
C -1.855 -2.475 1.631 0.003
Br -1.313 3.361 -0.053 -0.018
C -1.628 -3.443 3.834 0.005
H 1.927 1.720 2.130 0.002
C 1.941 1.036 1.281 -0.005
C -1.865 -3.581 2.461 0.001
Eu -0.505 0.833 -0.507 7.021
C 2.217 1.393 -0.082 -0.003
H -2.047 -4.571 2.030 0.000
H 1.643 -0.961 2.249 0.001
C -2.057 1.923 -4.466 0.001
C 1.801 -0.381 1.343 -0.007
C -1.453 -2.159 4.362 -0.002
H -2.591 3.765 -3.294 0.000
H -1.654 -4.280 4.529 0.000
C -1.335 -1.076 3.497 0.004
C 0.142 2.547 -4.833 0.000
C -0.811 1.510 -5.047 -0.001
C -1.856 3.202 -3.863 0.000
N -1.540 -1.259 2.161 -0.008
H -3.003 1.383 -4.546 0.000